# 1
15
Properties=species:S:1:pos:R:3:lowdin_charge:R:1 method="wB97M-V/def2-TZVPD" de_lowest_kcal_mol=20.8 charge=0
C 0.849 -1.068 -1.298 -0.541
C 0.429 -0.556 0.061 -0.354
C -1.062 -0.397 0.546 -0.144
C -0.678 1.015 1.132 -0.177
C 0.570 1.023 0.206 -0.162
H 1.917 -1.001 -1.460 0.072
H 0.581 -2.133 -1.355 0.078
H 1.027 -1.033 0.823 0.128
H -1.495 -1.153 1.290 0.119
H -1.774 -0.315 -0.261 0.080
H -0.538 0.979 2.199 0.085
H -1.462 1.796 0.939 0.108
H 1.462 1.622 0.460 0.112
H 0.157 1.430 -0.649 0.031
Cl 0.019 -0.210 -2.635 0.564

# 2
20
Properties=species:S:1:pos:R:3:lowdin_charge:R:1 method="wB97M-V/def2-TZVPD" de_lowest_kcal_mol=43.1 charge=0
C -1.568 0.918 0.153 -0.605
C -2.222 2.052 -1.845 0.021
C 1.578 -0.755 2.196 -0.116
C 0.218 -2.111 -0.095 -0.187
C 1.836 0.439 -0.831 -1.188
O -2.665 0.957 0.601 0.167
O -0.523 0.330 0.766 -0.138
O -1.145 1.441 -1.031 -0.058
P 0.840 -0.443 0.434 0.731
Cl 3.181 -0.804 -1.241 0.339
Cl 2.604 1.752 0.049 0.445
H -1.654 2.273 -2.720 0.086
H -2.750 2.850 -1.307 0.106
H -2.772 1.114 -1.991 0.102
H 1.462 -1.807 2.072 0.008
H 2.441 -0.123 2.258 0.020
H 0.832 -0.530 2.993 0.066
H -0.140 -2.246 -1.140 0.067
H 1.032 -2.942 0.093 0.090
H -0.586 -2.364 0.585 0.042